1.
This record from the Open Molecules 2025 dataset describes 6 unconnected molecules or ions with the total composition C14H26Br10O3 in a non-equilibrium geometry. The level of theory is the ωB97M-V functional and the def2-TZVPD basis.

Computed properties:
- energy above the lowest of the compared OMol25 structures with the same formula, charge and spin (kJ/mol) = 0.0

Last column: natural (NBO) charge in e.
Atoms and positions in Å:
C: -0.1319 0.7587 -1.8243  -0.639
C: -1.0005 0.0478 -0.6218  0.069
C: -0.2508 -0.7074 0.4408  -0.093
O: -0.7815 -0.1992 1.5783  -0.491
C: -1.6078 0.8827 1.3608  0.985
O: -2.2041 1.5389 2.1643  -0.608
O: -1.6820 1.1116 0.0347  -0.487
H: 0.8873 0.4015 -1.6765  0.210
H: -0.0745 1.8376 -1.6807  0.229
H: -0.7775 0.4866 -2.6593  0.229
H: -1.7353 -0.6291 -1.0577  0.194
H: 0.8165 -0.4863 0.4413  0.181
H: -0.3561 -1.7840 0.3068  0.202
Br: -0.9773 -6.8841 1.8021  0.011
C: 0.1875 -6.2943 3.2972  -0.464
C: 0.1380 -4.7209 3.6159  -0.454
Br: 0.3682 -3.7507 1.9648  -0.012
H: 1.1648 -6.7750 3.2524  0.230
H: -0.0428 -6.8489 4.2069  0.225
H: 0.8854 -4.3564 4.3208  0.238
H: -0.8657 -4.4250 3.9209  0.228
Br: -6.2672 2.0660 -0.6881  -0.042
C: -5.2331 1.0811 0.7135  -0.426
C: -5.2357 -0.4027 0.3990  -0.457
Br: -4.4928 -0.7684 -1.3511  -0.005
H: -5.6497 1.3597 1.6815  0.235
H: -4.2036 1.4385 0.7352  0.240
H: -6.2400 -0.8260 0.3858  0.231
H: -4.5705 -0.8528 1.1360  0.230
Br: 4.1327 0.8963 -0.5363  -0.007
C: 3.8568 2.4390 -1.7425  -0.455
C: 4.6940 2.2230 -3.0139  -0.397
Br: 4.7875 4.0096 -3.9912  -0.048
H: 4.1031 3.4241 -1.3463  0.239
H: 2.8495 2.4798 -2.1569  0.221
H: 4.3002 1.4349 -3.6558  0.226
H: 5.7089 1.9122 -2.7661  0.220
Br: -2.2551 5.8383 4.0449  -0.018
C: -1.7988 5.0420 2.2916  -0.452
C: -0.2944 4.6787 2.1425  -0.383
Br: 0.1059 4.1095 0.2150  -0.072
H: -2.0290 5.6261 1.4006  0.230
H: -2.3747 4.1238 2.4068  0.246
H: -0.1319 3.7624 2.7100  0.226
H: 0.3708 5.4925 2.4311  0.226
Br: 1.0296 -3.0714 -1.9143  -0.005
C: 2.2337 -2.2748 -3.2393  -0.452
C: 3.6640 -2.7513 -3.0462  -0.431
Br: 5.0936 -1.4769 -3.5545  -0.037
H: 2.0848 -1.1985 -3.1524  0.237
H: 1.9134 -2.5833 -4.2345  0.228
H: 4.0146 -3.6708 -3.5150  0.238
H: 3.8734 -2.7648 -1.9766  0.229

2.
This record from the Open Molecules 2025 dataset describes 4 unconnected molecules or ions with the total composition C14H26BrO9P2 in a non-equilibrium geometry. The level of theory is the ωB97M-V functional and the def2-TZVPD basis.

Computed properties:
- electronic energy (Ha) = -4482.96305
- total charge = -1

Last column: natural (NBO) charge in e.
Atoms and positions in Å:
O: 0.6965 0.8564 1.1063  -0.998
P: 0.2214 0.8494 -0.5026  1.006
Br: 0.5487 -1.2997 -1.2409  -0.318
C: -1.6217 1.0853 -0.6223  -0.259
C: -2.1499 2.5803 -0.7175  -0.067
O: -3.4240 2.5304 -0.1366  -0.825
P: -3.8965 0.9276 0.4704  0.962
O: -2.1913 0.4431 0.4835  -0.819
H: 0.9344 1.7355 1.4040  0.501
H: -1.8506 0.6604 -1.6276  0.186
H: -1.3880 3.1538 -0.1534  0.132
H: -2.2126 2.9097 -1.7638  0.164
H: -5.3183 1.2518 0.4023  -0.160
H: -3.8781 1.5554 1.7737  -0.168
H: -4.3090 -0.2757 1.1935  -0.164
H: -3.9363 0.3181 -0.8322  -0.152
O: 2.2549 4.0030 2.6292  -0.566
C: 1.9495 3.3280 3.5678  0.785
O: 2.4594 2.0931 3.8016  -0.488
C: 1.8048 1.5083 4.9402  -0.075
C: 1.2470 2.6794 5.7262  -0.428
C: 0.9309 3.6798 4.6250  -0.533
H: 1.0215 0.8364 4.5815  0.197
H: 2.5277 0.9316 5.5148  0.190
H: 0.3895 2.4138 6.3429  0.224
H: 2.0199 3.0874 6.3824  0.201
H: -0.0692 3.5309 4.2132  0.253
H: 1.0566 4.7067 4.9582  0.238
O: -3.4166 -2.6689 -1.3255  -0.513
C: -3.0174 -3.7842 -1.2412  0.775
O: -3.8402 -4.8706 -1.1629  -0.500
C: -3.0602 -6.0552 -0.9684  -0.069
C: -1.6743 -5.7101 -1.4811  -0.429
C: -1.5735 -4.2232 -1.1662  -0.529
H: -3.0594 -6.3014 0.0974  0.171
H: -3.5131 -6.8793 -1.5190  0.185
H: -0.8865 -6.3121 -1.0279  0.212
H: -1.6319 -5.8608 -2.5627  0.202
H: -1.1979 -4.0423 -0.1581  0.243
H: -0.9691 -3.6936 -1.8950  0.247
O: 2.3172 2.0547 -5.2863  -0.568
C: 3.0268 1.4681 -4.5239  0.789
O: 4.3690 1.6711 -4.4555  -0.501
C: 4.9490 0.7441 -3.5246  -0.069
C: 3.8099 0.3237 -2.6152  -0.432
C: 2.6125 0.3929 -3.5489  -0.535
H: 5.3646 -0.0975 -4.0868  0.167
H: 5.7548 1.2355 -2.9810  0.189
H: 3.9599 -0.6546 -2.1607  0.223
H: 3.6881 1.0520 -1.8103  0.220
H: 2.4651 -0.5410 -4.0947  0.232
H: 1.7058 0.6723 -3.0209  0.268

Copy entry 1 word for word.
This record from the Open Molecules 2025 dataset describes 6 unconnected molecules or ions with the total composition C14H26Br10O3 in a non-equilibrium geometry. The level of theory is the ωB97M-V functional and the def2-TZVPD basis.

Computed properties:
- energy above the lowest of the compared OMol25 structures with the same formula, charge and spin (kJ/mol) = 0.0

Last column: natural (NBO) charge in e.
Atoms and positions in Å:
C: -0.1319 0.7587 -1.8243  -0.639
C: -1.0005 0.0478 -0.6218  0.069
C: -0.2508 -0.7074 0.4408  -0.093
O: -0.7815 -0.1992 1.5783  -0.491
C: -1.6078 0.8827 1.3608  0.985
O: -2.2041 1.5389 2.1643  -0.608
O: -1.6820 1.1116 0.0347  -0.487
H: 0.8873 0.4015 -1.6765  0.210
H: -0.0745 1.8376 -1.6807  0.229
H: -0.7775 0.4866 -2.6593  0.229
H: -1.7353 -0.6291 -1.0577  0.194
H: 0.8165 -0.4863 0.4413  0.181
H: -0.3561 -1.7840 0.3068  0.202
Br: -0.9773 -6.8841 1.8021  0.011
C: 0.1875 -6.2943 3.2972  -0.464
C: 0.1380 -4.7209 3.6159  -0.454
Br: 0.3682 -3.7507 1.9648  -0.012
H: 1.1648 -6.7750 3.2524  0.230
H: -0.0428 -6.8489 4.2069  0.225
H: 0.8854 -4.3564 4.3208  0.238
H: -0.8657 -4.4250 3.9209  0.228
Br: -6.2672 2.0660 -0.6881  -0.042
C: -5.2331 1.0811 0.7135  -0.426
C: -5.2357 -0.4027 0.3990  -0.457
Br: -4.4928 -0.7684 -1.3511  -0.005
H: -5.6497 1.3597 1.6815  0.235
H: -4.2036 1.4385 0.7352  0.240
H: -6.2400 -0.8260 0.3858  0.231
H: -4.5705 -0.8528 1.1360  0.230
Br: 4.1327 0.8963 -0.5363  -0.007
C: 3.8568 2.4390 -1.7425  -0.455
C: 4.6940 2.2230 -3.0139  -0.397
Br: 4.7875 4.0096 -3.9912  -0.048
H: 4.1031 3.4241 -1.3463  0.239
H: 2.8495 2.4798 -2.1569  0.221
H: 4.3002 1.4349 -3.6558  0.226
H: 5.7089 1.9122 -2.7661  0.220
Br: -2.2551 5.8383 4.0449  -0.018
C: -1.7988 5.0420 2.2916  -0.452
C: -0.2944 4.6787 2.1425  -0.383
Br: 0.1059 4.1095 0.2150  -0.072
H: -2.0290 5.6261 1.4006  0.230
H: -2.3747 4.1238 2.4068  0.246
H: -0.1319 3.7624 2.7100  0.226
H: 0.3708 5.4925 2.4311  0.226
Br: 1.0296 -3.0714 -1.9143  -0.005
C: 2.2337 -2.2748 -3.2393  -0.452
C: 3.6640 -2.7513 -3.0462  -0.431
Br: 5.0936 -1.4769 -3.5545  -0.037
H: 2.0848 -1.1985 -3.1524  0.237
H: 1.9134 -2.5833 -4.2345  0.228
H: 4.0146 -3.6708 -3.5150  0.238
H: 3.8734 -2.7648 -1.9766  0.229